(1)
C41H37KN5O2P2S as an isolated structure. Source: OMol25; level of theory: ωB97M-V/def2-TZVPD.

Structure (XYZ):
```
89
Properties=species:S:1:pos:R:3:forces:R:3:mulliken_charge:R:1
K 0.75672 1.02000 0.12967 0.68 1.71 0.19 1.50
S 0.38217 4.12837 -2.18615 -0.05 -0.46 0.17 -0.25
P -0.01729 -1.39273 -1.90159 0.11 0.82 0.14 0.79
P 0.45918 -2.20130 1.03110 0.81 0.76 -0.15 1.02
O 1.30459 -0.96046 1.15335 -0.26 -1.84 0.56 -1.11
O -0.08324 0.10673 -1.83748 -0.32 -1.36 -0.99 -0.54
N -1.72796 1.37406 0.90792 -0.57 0.24 0.35 0.15
N 1.44698 2.46433 2.20458 0.10 0.34 0.78 0.23
N 2.47444 3.79640 3.64869 0.08 0.10 0.10 0.16
N -2.44381 4.00012 -1.29272 0.12 0.10 -0.02 -0.18
N -0.23252 3.33805 -0.79542 0.05 0.37 -0.04 -0.13
C 1.66994 -1.97037 -2.09322 0.31 -0.09 -0.04 0.51
C 2.84307 -3.51345 0.81168 0.06 -0.12 0.00 -0.56
C 0.90043 -4.92504 0.57886 0.00 -0.07 0.01 -0.50
C 1.71776 -6.02679 0.38592 0.08 0.09 0.00 -0.82
C -0.68394 -2.15038 -0.37518 -0.12 -0.08 -0.15 -0.68
C -0.84601 5.33486 -2.52512 -0.04 0.29 -0.06 0.68
C -1.53454 -3.34234 -3.25814 0.00 -0.07 -0.11 -0.24
C 2.33109 3.42401 2.35621 0.04 0.08 0.02 -0.68
C -2.81254 7.19762 -3.13788 0.07 0.03 -0.04 -0.61
C 0.98796 2.20865 3.48296 -0.06 -0.15 -0.19 -0.72
C 4.29473 -2.82270 -2.40312 0.07 -0.02 -0.01 -0.51
C -1.67723 -1.75003 -5.53132 0.00 -0.04 0.06 -0.65
C -2.10634 -2.77229 4.75542 -0.01 0.00 0.03 -0.50
C -2.97600 1.47396 2.96044 -0.01 -0.08 0.02 -0.78
C 1.94172 -3.27163 -2.51642 0.03 -0.03 -0.01 -0.39
C -1.47749 3.35933 -0.54242 -0.29 -0.19 0.29 0.08
C -1.51468 7.39411 -3.58441 -0.07 -0.05 0.06 -0.62
C -1.78054 -3.12805 2.40381 -0.08 -0.04 0.12 0.03
C -0.94220 -2.08094 -3.26023 -0.28 -0.08 -0.27 0.57
C 3.66234 -4.62139 0.62187 -0.09 0.05 0.02 -0.68
C 3.37247 4.83121 4.16040 -0.25 -0.25 0.00 -0.84
C -0.56195 -2.45503 2.47013 -0.24 -0.07 0.26 0.63
C -2.19015 -3.81077 -4.38980 0.06 0.11 0.05 -0.88
C -0.89187 -2.09901 4.82858 -0.02 -0.03 -0.08 -0.88
C 4.03749 -1.52210 -1.98934 -0.11 -0.09 0.03 -0.78
C 3.10123 -5.87112 0.40832 -0.03 -0.04 -0.01 -0.52
C -1.02038 -1.28164 -4.40420 -0.08 -0.06 0.00 -0.74
C -2.00558 2.67112 0.71486 0.23 -0.07 -0.45 0.38
C -2.14413 5.15147 -2.07035 -0.09 -0.26 0.15 0.42
C -0.52998 6.47118 -3.25603 0.05 0.05 -0.02 -0.67
C 2.72604 -1.09731 -1.82335 -0.02 -0.13 -0.11 0.07
C -3.23534 2.81754 2.75941 -0.04 0.09 0.01 -0.73
C -3.12169 6.08555 -2.36591 -0.11 0.05 0.02 -0.64
C 3.25087 -3.70264 -2.66084 -0.02 0.12 0.00 -0.83
C 1.46006 -3.66356 0.78919 0.14 -0.24 -0.02 0.70
C -2.22416 0.79792 2.01300 0.12 0.28 -0.31 0.04
C -2.55333 -3.28941 3.54619 0.10 0.06 -0.01 -0.86
C 1.61074 3.01655 4.38434 0.16 0.18 -0.10 -0.52
C -0.11602 -1.93887 3.68861 -0.10 -0.01 0.03 -0.45
C -2.75267 3.42303 1.61070 -0.04 0.09 0.01 -0.46
C -2.25881 -3.01220 -5.52275 -0.02 0.01 -0.06 -0.44
H 3.24079 4.88846 5.23713 0.02 0.03 0.01 0.28
H 0.23544 1.45874 3.68028 0.06 0.03 -0.06 0.41
H 2.52827 -0.08035 -1.50845 0.00 -0.09 -0.11 0.31
H 3.45622 -4.71560 -2.98351 -0.01 0.04 0.00 0.46
H -1.01390 -3.17076 -0.57389 -0.04 -0.01 -0.02 0.20
H -2.64614 -4.79254 -4.38452 0.01 0.03 0.00 0.42
H 1.13184 -3.95519 -2.74590 0.00 0.03 0.01 0.41
H 1.28202 -7.00481 0.22486 0.01 0.03 0.01 0.44
H -2.70934 -2.89495 5.64669 0.02 0.01 -0.02 0.43
H -1.56215 -1.54955 -0.12229 -0.02 0.02 0.03 0.49
H -1.73823 -1.12642 -6.41427 -0.01 -0.04 0.02 0.41
H -2.77297 -3.37268 -6.40498 0.01 0.00 0.02 0.39
H -1.48715 -3.98217 -2.38527 0.01 0.01 0.00 0.26
H -3.34206 0.94460 3.83046 0.00 0.05 -0.01 0.47
H -2.00947 -0.25613 2.15314 0.06 0.01 -0.05 0.12
H -0.17595 -5.06880 0.57763 0.02 0.06 0.01 0.35
H 3.27091 -2.52992 0.95841 -0.04 0.00 0.02 0.43
H -2.14719 -3.52106 1.46283 0.02 0.00 0.01 0.31
H -3.49999 -3.81146 3.49073 0.02 0.02 0.01 0.44
H 1.52809 3.11849 5.45407 -0.01 -0.03 -0.07 0.42
H -4.13526 5.94404 -2.00668 0.03 -0.04 0.01 0.33
H 0.82067 -1.39623 3.73788 0.00 -0.03 -0.07 0.45
H 4.85743 -0.84201 -1.79661 -0.03 0.00 0.00 0.45
H -3.80592 3.39123 3.47946 0.02 -0.04 -0.02 0.45
H 4.73927 -4.50487 0.63349 -0.05 0.01 0.01 0.46
H -0.55017 -1.69741 5.77469 -0.01 -0.02 -0.03 0.45
H 3.12835 5.79783 3.72671 0.00 0.01 -0.04 0.33
H 2.89662 3.90325 1.56935 -0.06 -0.08 -0.01 0.46
H -3.38310 3.92849 -0.94066 -0.07 0.06 -0.05 0.30
H 5.31861 -3.15303 -2.53141 -0.03 0.02 0.00 0.43
H 4.40890 4.58052 3.94838 0.02 -0.01 -0.04 0.33
H -3.58615 7.91407 -3.38195 0.01 -0.04 0.02 0.39
H -0.58252 -0.29097 -4.40249 0.02 -0.02 0.06 0.40
H -1.26583 8.26391 -4.17733 0.01 -0.02 0.01 0.38
H 3.73987 -6.73336 0.25968 -0.01 0.03 0.01 0.42
H -2.93107 4.47379 1.41505 0.00 -0.04 0.03 0.53
H 0.49165 6.63019 -3.58351 -0.04 -0.04 0.02 0.39
```
Forces are in eV/Å.

Values from the calculation:
Energy, Eh: -3689.65464
Spin multiplicity: 1
LUMO, eV: -1.69
Charge: +1

(2)
A 2-piece molecular cluster, C3H6F2NP overall. Source: OMol25; level of theory: ωB97M-V/def2-TZVPD.

Structure (XYZ):
```
13
Properties=species:S:1:pos:R:3:forces:R:3:mulliken_charge:R:1
P 0.79188 1.06498 -0.63456 -0.81 -0.15 3.71 -0.09
F -0.49869 -1.18460 -1.46615 -0.54 -0.28 -0.66 -0.30
F 0.50432 -1.38394 0.40314 0.06 -0.34 0.69 -0.28
N 3.35489 -0.74699 -0.33159 -0.38 -2.93 -0.38 -0.15
C 3.58983 0.31494 0.02058 1.04 2.58 0.69 -0.13
C -1.61050 -0.20809 0.44872 1.67 -0.30 -0.21 -1.13
C -0.26903 -0.51720 -0.31100 0.19 1.69 -0.48 0.81
H -0.41668 1.72548 -0.35768 0.33 0.84 -0.24 0.01
H -2.30896 -0.82392 -0.11127 -0.57 0.18 0.41 0.28
H 3.13705 -1.72209 -0.28736 -0.07 0.08 -0.26 0.28
H -1.88617 0.88372 0.51240 0.27 -1.51 -0.19 0.37
H 0.70421 1.30162 -1.91701 -0.42 -0.12 -3.02 0.04
H -1.37505 -0.62775 1.43752 -0.77 0.25 -0.08 0.29
```
Forces are in eV/Å.

Values from the calculation:
Energy, Eh: -713.64514
Spin multiplicity: 1
LUMO, eV: 0.98
Charge: 0

(3)
An isolated molecule of C4H4S. Source: OMol25; level of theory: ωB97M-V/def2-TZVPD.

Structure (XYZ):
```
9
Properties=species:S:1:pos:R:3:forces:R:3:mulliken_charge:R:1
S -2.25283 -0.63126 0.07623 -1.18 0.18 -0.01 -0.24
C -0.78349 -1.16981 -0.03762 1.63 1.25 0.37 -0.11
C -0.58370 2.15923 0.06287 0.10 -0.23 -0.05 -0.48
C 0.21891 1.15614 0.00314 1.21 0.92 -0.82 0.01
C 0.43813 -0.33791 0.13587 1.73 2.89 -2.20 -0.22
H 1.12713 1.80881 -0.46228 -1.76 -0.90 0.99 0.17
H 1.31146 -0.43582 -0.61149 -1.60 -1.03 0.68 0.24
H -0.44380 -2.13647 -0.21625 -0.29 -2.18 -0.34 0.34
H 0.96819 -0.41291 1.04951 0.16 -0.89 1.37 0.29
```
Forces are in eV/Å.

Values from the calculation:
Energy, Eh: -552.81236
Spin multiplicity: 1
LUMO, eV: -0.54
Charge: 0

(4)
A 2-piece molecular cluster, C4H8N3O2 overall. Source: OMol25; level of theory: ωB97M-V/def2-TZVPD.

Structure (XYZ):
```
17
Properties=species:S:1:pos:R:3:forces:R:3:mulliken_charge:R:1
O -0.93370 -0.76866 0.37719 0.65 -1.92 0.80 -0.20
O -2.64356 0.35921 -0.38969 -1.57 -0.04 -0.42 -0.44
N -0.35310 2.41306 -0.43892 0.21 2.51 -1.68 -0.47
N -0.40314 1.25041 -0.30566 -0.13 1.74 -0.87 0.67
N -0.15822 0.28512 0.31141 -0.21 -2.49 0.71 0.20
C -2.37430 -0.72954 -0.03878 1.70 1.26 -0.02 0.77
C 3.13749 0.85364 -0.33340 -0.12 1.12 3.02 -0.72
C 3.29843 0.37005 0.88670 -0.55 -0.77 -0.18 -0.47
C -2.96577 -2.08586 0.04602 0.02 -0.77 -2.06 -0.86
H -3.70080 -2.15561 0.82044 -0.15 0.09 0.88 0.32
H -0.03768 2.90328 -1.36888 -0.58 -1.67 1.66 0.38
H 3.51575 1.00193 1.70242 -0.40 0.61 1.08 0.28
H -2.17989 -2.90955 0.11373 -1.16 1.29 -0.10 0.30
H 3.16854 -0.69961 1.07658 0.85 0.25 -0.07 0.25
H -3.62305 -2.17235 -0.89523 1.23 -0.07 1.13 0.32
H 2.96895 1.88108 -0.49183 0.54 1.18 -0.42 0.36
H 3.28406 0.20341 -1.07211 -0.34 -2.34 -3.46 0.32
```
Forces are in eV/Å.

Values from the calculation:
Energy, Eh: -471.45024
Spin multiplicity: 1
LUMO, eV: -6.16
Charge: +1

(5)
A 2-piece molecular cluster, C2BrF5O2S overall. Source: OMol25; level of theory: ωB97M-V/def2-TZVPD.

Structure (XYZ):
```
11
Properties=species:S:1:pos:R:3:forces:R:3:mulliken_charge:R:1
Br -3.30219 0.85835 -0.24168 0.09 -0.10 0.03 -0.05
S -1.91651 -0.96475 -0.07117 0.50 0.33 0.07 0.79
F 1.10925 -0.59043 1.62005 -0.14 0.42 -0.68 -0.19
F 1.32420 1.68148 -1.04994 -0.24 0.13 0.15 -0.24
F 2.89091 0.52494 -0.12499 -0.06 0.00 0.32 -0.23
F 0.26576 1.40850 1.34334 0.32 -0.59 -0.46 -0.19
F 1.43032 -0.44714 -1.36490 -0.16 -0.13 0.22 -0.23
O -2.37484 -1.79750 0.99378 -0.08 0.01 0.28 -0.40
O -1.71338 -1.50143 -1.37670 0.02 -0.01 -0.33 -0.38
C 0.68950 0.30568 0.73687 -0.66 0.01 1.08 0.21
C 1.59696 0.52231 -0.46467 0.42 -0.06 -0.68 0.90
```
Forces are in eV/Å.

Values from the calculation:
Energy, Eh: -3698.12473
Spin multiplicity: 1
LUMO (alpha / beta), eV: -3.37 / -1.73
Charge: 0